{"formula": "C5H8BrNO4PS", "method": "wB97M-V/def2-TZVPD", "symbols": ["O", "C", "Br", "C", "C", "P", "O", "O", "O", "C", "S", "C", "N", "H", "H", "H", "H", "H", "H", "H", "H"], "positions_angstrom": [[0.59, -2.37, 1.60], [-0.34, -1.60, 1.89], [-1.72, -2.32, 3.14], [-0.52, -0.11, 1.38], [0.12, 0.20, -0.05], [-1.11, -0.51, -1.35], [-2.12, -1.47, -0.70], [-2.03, 0.71, -2.10], [-0.29, -1.42, -2.55], [1.61, -0.25, -0.40], [2.42, 0.73, 0.98], [1.38, 2.18, 0.47], [0.21, 1.71, 0.00], [-0.15, 0.61, 2.19], [-1.65, 0.08, 1.29], [-1.45, 1.49, -2.27], [0.03, -2.20, -2.02], [1.83, -1.36, -0.48], [1.98, 0.30, -1.33], [1.73, 3.24, 0.61], [-0.52, 2.37, -0.30]], "homo_lumo_gap_ev": 7.672, "e_homo_ev": -13.58, "total_charge": 1, "max_force_ev_per_a": 5.99, "lumo_energy_ev": -5.9}

***

{"formula": "H37O18", "method": "wB97M-V/def2-TZVPD", "symbols": ["O", "H", "H", "O", "H", "O", "H", "H", "O", "H", "H", "O", "H", "H", "O", "H", "H", "O", "H", "H", "O", "H", "H", "O", "H", "H", "O", "H", "H", "O", "H", "H", "O", "H", "H", "O", "H", "H", "O", "H", "H", "O", "H", "H", "O", "H", "H", "O", "H", "H", "O", "H", "H", "H", "H"], "positions_angstrom": [[5.33, -0.50, 0.99], [-2.69, -0.33, 0.09], [-0.83, 4.69, 2.71], [-1.51, 4.37, 2.12], [5.88, -1.13, 0.50], [-1.90, 2.66, 4.75], [-2.37, 3.26, 4.13], [-1.91, -3.55, 0.89], [-1.08, -1.68, -4.03], [-0.96, -3.11, -2.38], [-1.76, -1.37, -3.42], [2.03, -2.32, -3.44], [1.19, -1.85, -3.44], [2.79, -1.68, -3.30], [2.08, 4.62, 1.08], [2.61, 4.72, 1.89], [2.37, 4.16, 0.30], [1.58, 1.53, -4.64], [1.88, -0.75, 0.27], [-0.62, -2.11, 1.82], [-0.01, -1.26, 2.26], [-0.59, -0.48, 2.34], [0.25, -0.99, 1.21], [-3.37, 0.69, -1.54], [-3.25, 1.65, -1.25], [-0.94, -4.52, -2.18], [-0.99, -3.40, 1.25], [1.75, 2.13, -5.38], [-1.24, -1.10, -4.81], [-1.70, -2.92, 5.13], [-1.92, -2.00, 4.93], [-0.93, -2.63, 5.67], [3.89, -1.28, -2.03], [4.06, -0.33, -1.91], [4.67, -1.77, -2.30], [-1.82, -0.77, 0.11], [-3.85, 0.85, -2.38], [-1.73, -1.13, -0.77], [-4.15, 2.24, 1.93], [-4.75, 2.97, 1.77], [-3.31, 2.75, 1.69], [-0.63, 2.67, -2.33], [-1.27, 3.34, -2.09], [-0.97, 1.78, -2.24], [-1.20, -3.74, -1.67], [4.56, -1.03, 1.22], [-0.67, -3.60, 0.33], [0.96, -0.95, -0.07], [-2.32, 1.83, 4.52], [1.08, -1.61, -0.77], [2.69, -0.39, 1.64], [2.59, -1.38, 1.73], [3.65, -0.20, 1.76], [0.64, 1.47, -4.51], [-1.34, 3.47, 1.85]], "homo_lumo_gap_ev": 10.086, "e_homo_ev": -13.14, "total_charge": 1, "max_force_ev_per_a": 3.37, "lumo_energy_ev": -3.1}

***

{"formula": "H3NO3P3", "method": "wB97M-V/def2-TZVPD", "symbols": ["N", "O", "O", "O", "P", "P", "P", "H", "H", "H"], "positions_angstrom": [[-1.16, 0.78, -0.21], [-1.18, -2.21, 1.33], [-2.42, -2.12, -0.89], [0.27, -1.85, -0.76], [-2.70, 0.75, 0.03], [1.52, -1.03, -0.11], [-1.26, -1.71, -0.06], [-3.04, 2.17, 0.02], [0.98, -0.03, 0.57], [1.76, -1.78, 1.00]], "homo_lumo_gap_ev": [8.394, 8.395], "e_homo_ev": [-4.39, -4.39], "total_charge": -1, "max_force_ev_per_a": 3.07, "lumo_energy_ev": [4.0, 4.0]}

***

{"formula": "C4H3ClF2N2O", "method": "wB97M-V/def2-TZVPD", "symbols": ["N", "C", "C", "N", "F", "F", "O", "C", "C", "Cl", "H", "H", "H"], "positions_angstrom": [[-1.81, -0.34, 2.17], [-1.40, -0.18, 1.07], [-0.87, 0.04, -0.29], [-1.29, -0.93, -1.33], [-2.65, -1.34, -1.20], [-0.87, -0.64, -2.66], [-0.33, 1.31, -0.60], [0.66, 0.32, -0.38], [1.50, 0.41, 0.90], [3.22, 0.33, 0.51], [1.25, 0.05, -1.28], [1.30, 1.34, 1.50], [1.28, -0.39, 1.60]], "homo_lumo_gap_ev": 10.603, "e_homo_ev": -10.68, "total_charge": 0, "smiles": "N#C[C@@]1(N(F)F)O[C@H]1CCl", "max_force_ev_per_a": 3.88, "lumo_energy_ev": -0.1}